1.
Molecular formula: C10H19N2S
Method: DFT, ωB97M-V/def2-TZVPD

HOMO level   -12.56 eV
Kohn-Sham gap   9.347 eV
Net charge   +1
ΔE to the lowest compared entry with this formula, charge and spin   4.337 eV

Last column: Mulliken charge in e.
Cartesian coordinates (Å):
H -0.4686 1.8638 -3.6164  0.3822
H 0.4942 2.7544 3.5565  0.4673
H -1.8207 -2.7635 -0.0636  0.3218
H 2.8383 -1.6773 1.0281  0.4064
H -0.1104 -1.0710 -3.2917  0.4224
H -1.4141 -3.5006 -1.7010  0.3065
C -0.4042 1.1154 2.5610  0.3960
H -1.6174 0.3844 -0.2466  0.5421
C 0.7237 0.5471 -2.3547  -0.1649
C 1.8181 -1.3979 0.8227  -0.0136
H 1.1296 2.2531 -3.8444  0.4062
H -1.3857 1.5701 2.3524  0.4593
H -1.0964 -0.6245 3.1872  0.4866
C -0.6443 0.1005 3.7008  -1.7058
H 0.9319 2.6793 1.8456  0.2782
H 1.6000 1.4056 3.0763  0.3244
H 1.7360 0.1293 -2.4877  0.2990
H 0.7366 0.8146 -4.5023  0.3928
S 1.3090 -2.2049 -0.7069  -0.1030
H 0.2983 -0.0810 4.0369  0.3861
C -1.4489 -2.4856 -1.0819  -1.1897
H -1.1429 0.5409 4.4586  0.5131
N 1.2882 -0.4889 1.5115  -0.3162
N -0.2968 -0.5742 -2.3744  -0.2702
C 0.7604 2.0991 2.7944  -1.3644
H -2.3534 -2.0545 -1.5952  0.3492
C -0.8206 0.0888 0.3630  -1.0983
C -0.3509 -1.5239 -1.1692  0.0528
H 0.4916 1.0047 -1.4120  0.3134
C 0.4966 1.4302 -3.6427  -1.3705
C 0.0095 0.1823 1.3651  0.6214
H -1.2866 -0.5160 -2.5695  0.4693


2.
Molecular formula: C10H19N3
Method: DFT, ωB97M-V/def2-TZVPD

HOMO level (alpha / beta)   -16.84 / -16.78 eV
Kohn-Sham gap (alpha / beta)   8.145 / 8.030 eV
Net charge   +2
ΔE to the lowest compared entry with this formula, charge and spin   0.000 eV

Last column: Mulliken charge in e.
Cartesian coordinates (Å):
H 0.2177 -1.9865 -3.2056  0.3804
C -0.0416 1.9928 -1.6046  -1.3438
H -3.6715 -1.4323 -0.7819  0.3704
N -0.8496 -1.5395 -1.4345  -0.0322
H 0.4284 2.2994 -2.5502  0.4531
C -3.3804 -1.9796 0.1628  -1.2905
H -4.1447 -2.0726 0.9509  0.3551
C 1.7706 0.1158 -1.0300  -0.5334
C 1.1242 1.4604 -0.8018  0.3572
H 1.3281 -1.9397 1.9475  0.3452
C 0.3239 -1.4621 -2.2605  -0.2192
C -1.1024 -0.9125 -0.3265  0.3547
H 2.2433 2.5319 0.4470  0.3497
N 2.0999 2.5590 -0.5315  -0.0883
C 1.1853 0.3623 1.7246  -0.4685
H -2.7565 -0.1568 0.8977  0.3047
H -3.1871 -3.0457 -0.2373  0.3110
H -1.5772 -2.0776 -1.8049  0.2800
H 0.3513 0.7089 2.3991  0.3427
H -0.6973 2.7624 -1.2056  0.4681
H 1.8561 1.1839 1.9738  0.3604
H 1.7942 -1.1544 3.3510  0.4007
H 3.0643 2.5859 -0.9499  0.3828
C -2.2232 -1.0912 0.6533  -0.2852
H -0.5565 1.0745 -1.7408  0.2143
H 2.7593 -1.0430 1.9406  0.3651
H 2.8500 0.1371 -1.0332  0.4086
H -1.6252 -1.4710 1.5697  0.2521
H 1.5988 3.4333 -0.6899  0.4261
N 1.3879 -0.8056 -2.0487  -0.2961
C 1.0291 0.3949 0.2900  0.4615
C 1.6930 -1.0119 2.2470  -1.3866